# 1
DFT (ωB97M-V with the def2-TZVPD basis set) results for a structure of composition FPb4 in a non-equilibrium geometry.

Each line ends with the Mulliken charge.
Geometry (Å):
1 Pb -1.3648 0.7270 -2.0728  1.417
2 Pb 0.3159 2.5294 0.9291  1.601
3 Pb 2.3932 -0.8034 0.4279  1.810
4 Pb -1.3370 -2.3859 0.4686  1.783
5 F -0.0073 -0.0671 0.2473  -0.611

Output
- E_HOMO (alpha / beta): -30.338 / -38.246 eV
- Total charge: +6
- Frontier orbital gap (alpha / beta): 4.27 / 12.08 eV
- 2S+1: 2
- Max |F|: 2.77 eV/Å
- Lowest unoccupied orbital energy (alpha / beta): -26.07 / -26.16 eV
- E: -23609.2579 eV


# 2
DFT (ωB97M-V with the def2-TZVPD basis set) results for a cluster of 6 separate species, H10IO5 in total.

Each line ends with the Mulliken charge.
Geometry (Å):
1 I -0.3282 0.2673 -0.2010  -0.677
2 O -1.8089 2.2371 2.6974  -0.644
3 H -2.0972 2.9774 2.1635  0.313
4 H -1.6333 1.5397 2.0657  0.264
5 O 1.6684 -1.8673 2.1276  -0.633
6 H 1.2666 -1.2051 1.5652  0.279
7 H 0.9500 -2.4580 2.3537  0.310
8 O 2.0579 2.5588 0.7053  -0.627
9 H 1.9360 1.6370 0.4779  0.267
10 H 1.4409 2.7130 1.4208  0.338
11 O 0.6199 -2.9017 -1.9445  -0.612
12 H 0.6512 -2.0034 -1.6154  0.248
13 H 1.4694 -3.0327 -2.3656  0.282
14 O -2.4422 -0.0602 -3.1805  -0.637
15 H -1.8140 -0.1972 -3.8896  0.297
16 H -1.9366 -0.2047 -2.3807  0.231

Output
- E_HOMO: -4.903 eV
- Total charge: -1
- Frontier orbital gap: 8.14 eV
- 2S+1: 1
- Max |F|: 0.98 eV/Å
- Lowest unoccupied orbital energy: 3.24 eV
- E: -18504.0855 eV
- Energy above the lowest of the compared OMol25 structures with the same formula, charge and spin: 23.6 kJ/mol


# 3
DFT (ωB97M-V with the def2-TZVPD basis set) results for a cluster of 4 separate species, H10NO3 in total in a non-equilibrium geometry.

Each line ends with the Mulliken charge.
Geometry (Å):
1 N -0.6494 0.0119 -1.2228  -0.517
2 H -1.6506 -0.2582 -1.1584  0.409
3 H -0.5116 0.7727 -0.5029  0.383
4 H -0.5889 0.4354 -2.2305  0.399
5 H 0.0033 -0.7680 -1.1679  0.337
6 H -3.4808 -0.1469 0.6964  0.337
7 H -3.4136 1.2307 0.0333  0.328
8 O -2.9499 0.3537 0.0153  -0.660
9 H 1.9560 1.0362 4.1939  0.345
10 H 2.9695 1.3750 2.9728  0.341
11 O 1.9590 1.2062 3.1741  -0.685
12 H 2.2587 -0.8685 -2.0114  0.353
13 H 2.1563 -2.3517 -1.7074  0.340
14 O 1.5968 -1.6275 -2.0092  -0.711

Output
- E_HOMO: -13.995 eV
- Total charge: +1
- Frontier orbital gap: 10.47 eV
- 2S+1: 1
- Max |F|: 3.62 eV/Å
- Lowest unoccupied orbital energy: -3.53 eV
- E: -7788.4210 eV
- Energy above the lowest of the compared OMol25 structures with the same formula, charge and spin: 121.3 kJ/mol


# 4
DFT (ωB97M-V with the def2-TZVPD basis set) results for a cluster of 4 separate species, H10NO3 in total in a non-equilibrium geometry.

Each line ends with the Mulliken charge.
Geometry (Å):
1 N 0.0818 -0.1565 -0.8841  -0.443
2 H -0.5373 0.5713 -1.0538  0.348
3 H 0.7706 -0.6079 -1.6380  0.381
4 H 0.7064 0.1292 -0.0413  0.356
5 H -0.3139 -0.9239 -0.4046  0.364
6 H -2.4961 0.0734 1.0024  0.337
7 H -1.5965 1.0556 1.6605  0.333
8 O -1.8392 0.7703 0.7825  -0.657
9 H 1.5386 2.5926 -0.2130  0.325
10 H 2.9375 2.4769 -0.8248  0.332
11 O 2.1284 1.9226 -0.5765  -0.646
12 H -0.3935 -2.1004 1.3771  0.313
13 H -0.5654 -3.3927 0.3405  0.324
14 O -0.4214 -2.4107 0.4733  -0.666

Output
- E_HOMO: -15.584 eV
- Total charge: +1
- Frontier orbital gap: 12.06 eV
- 2S+1: 1
- Max |F|: 6.47 eV/Å
- Lowest unoccupied orbital energy: -3.52 eV
- E: -7788.3224 eV
- Energy above the lowest of the compared OMol25 structures with the same formula, charge and spin: 130.8 kJ/mol


# 5
DFT (ωB97M-V with the def2-TZVPD basis set) results for a structure of composition H10Na7O17S3 in a non-equilibrium geometry.

Each line ends with the Mulliken charge.
Geometry (Å):
1 Na 0.8220 -3.4617 1.6051  0.955
2 Na -0.5098 0.2176 -3.3100  0.954
3 Na -1.0951 -0.8629 2.6570  0.887
4 Na -3.1814 0.8817 -1.2577  0.859
5 Na -1.6926 -2.3739 -0.4798  0.953
6 Na 4.1087 0.8286 0.6841  0.881
7 Na 2.2216 -1.9448 -1.0695  0.763
8 S -3.6543 -1.7762 -2.9428  1.163
9 O -3.1877 -2.9228 -2.1186  -0.741
10 O -4.8602 -1.1463 -2.3478  -0.733
11 O -2.5417 -0.7231 -2.8017  -0.866
12 O -3.8095 -2.1179 -4.3339  -0.641
13 S 0.3210 0.2141 0.2172  0.870
14 O 1.7255 0.4343 -0.2108  -0.662
15 O 0.2658 -1.2026 0.6771  -0.914
16 O -0.1037 1.0422 1.3733  -0.469
17 O -0.6257 0.3323 -0.8982  -0.632
18 S 0.7841 -4.7399 -1.5542  1.130
19 O 1.0797 -5.8813 -0.6897  -0.696
20 O 2.0833 -4.0677 -1.9327  -0.851
21 O -0.0231 -5.0131 -2.6928  -0.578
22 O 0.0945 -3.6992 -0.6490  -0.728
23 O -0.7161 2.8027 3.4441  -0.613
24 H -0.7405 2.2025 2.6885  0.369
25 H -0.6633 2.2784 4.2482  0.315
26 O 2.9982 2.6219 -1.5101  -0.645
27 H 2.3878 3.2986 -1.8237  0.315
28 H 2.4129 1.8982 -1.2410  0.348
29 O 1.9226 4.1464 1.9949  -0.591
30 H 1.1541 3.6768 2.3503  0.296
31 H 2.5509 4.1779 2.7241  0.293
32 O 2.6776 0.8041 2.7046  -0.671
33 H 2.5057 1.4738 3.3778  0.276
34 H 1.9449 0.9290 2.0767  0.422
35 O -2.1948 2.7731 0.0189  -0.655
36 H -2.9942 2.4951 0.4827  0.348
37 H -1.4670 2.4040 0.5394  0.293

Output
- E_HOMO: -9.480 eV
- Total charge: +1
- Frontier orbital gap: 3.41 eV
- 2S+1: 1
- Max |F|: 2.28 eV/Å
- Lowest unoccupied orbital energy: -6.07 eV
- E: -98393.0850 eV
- Energy above the lowest of the compared OMol25 structures with the same formula, charge and spin: 0.0 kJ/mol


# 6
DFT (ωB97M-V with the def2-TZVPD basis set) results for a structure of composition H10Na7O9S in a non-equilibrium geometry.

Each line ends with the Mulliken charge.
Geometry (Å):
1 Na -14.2894 17.3517 17.5654  0.975
2 Na -4.8530 17.3696 18.6898  0.988
3 Na -12.6570 22.1761 17.8030  0.974
4 Na -13.2686 18.6884 12.9083  0.980
5 Na -7.8211 21.5525 12.5187  0.979
6 Na -11.0133 18.7665 21.1425  0.971
7 Na -7.9230 21.5071 18.6093  0.943
8 S -9.3440 18.0951 16.1687  1.209
9 O -10.2268 18.8172 17.1146  -0.883
10 O -9.6914 18.5277 14.8549  -0.717
11 O -7.9696 18.4499 16.5491  -0.802
12 O -9.5420 16.6498 16.3289  -0.687
13 O -5.1880 19.1741 13.6536  -0.623
14 H -4.5590 19.8820 13.7928  0.338
15 H -5.5410 18.9919 14.5245  0.302
16 O -11.3258 15.0997 19.4826  -0.667
17 H -10.7289 14.5553 19.9961  0.331
18 H -10.7850 15.4442 18.7720  0.350
19 O -9.2891 16.2333 11.2518  -0.609
20 H -9.2442 16.6960 12.0886  0.293
21 H -8.5139 16.5271 10.7732  0.325
22 O -7.9714 12.7105 16.2171  -0.618
23 H -8.4681 13.5275 16.1705  0.296
24 H -8.5823 12.0796 16.5979  0.326
25 O -12.9840 15.2487 14.7060  -0.661
26 H -12.0512 15.1905 14.9128  0.342
27 H -13.2529 14.3428 14.5531  0.343

Output
- E_HOMO: -18.991 eV
- Total charge: +5
- Frontier orbital gap: 3.69 eV
- 2S+1: 1
- Max |F|: 3.99 eV/Å
- Lowest unoccupied orbital energy: -15.30 eV
- E: -60289.9632 eV
- Energy above the lowest of the compared OMol25 structures with the same formula, charge and spin: 43.2 kJ/mol